Below is an isolated molecule of C21H16F3N3O3 at a distorted geometry, with properties calculated with ωB97M-V/def2-TZVPD.

```
46
Properties=species:S:1:pos:R:3:nbo_charge:R:1
F -1.01679 -9.01684 -0.87066 -0.310
F -2.99890 -8.27924 -0.73238 -0.338
F -1.94634 -7.71003 -2.55955 -0.313
N -0.05851 2.60160 -0.77723 -0.209
N 1.53038 4.29932 3.05108 -0.412
O 0.23834 -3.47329 1.48087 -0.492
O 0.61010 6.27503 -3.64725 -0.707
O -0.89981 5.72329 -1.46150 -0.767
C 0.34052 3.88531 -0.73449 0.134
C 1.39887 5.51923 2.47211 0.002
C 1.06834 3.14424 2.55254 0.026
C 0.24448 -1.64558 -0.12663 -0.278
C -0.10483 -1.29894 2.19756 -0.266
C 0.60663 -5.55040 0.46378 -0.250
C -1.47440 -4.37317 0.02150 -0.291
C 0.88360 5.52581 1.17127 -0.207
C 0.31141 -0.29798 -0.39050 -0.193
C 0.00927 0.08478 1.95582 -0.208
C 0.04477 -6.61302 -0.19008 -0.168
C -2.07138 -5.51341 -0.53998 -0.147
C -0.04060 -2.15150 1.17483 0.347
C -0.22750 -4.43143 0.61140 0.312
C 0.62700 4.31629 0.59074 -0.121
C 0.21359 0.65356 0.63497 0.122
C 0.65627 3.07320 1.24075 0.103
C -1.28543 -6.63983 -0.69768 -0.168
N 0.31610 2.06893 0.38785 -0.184
C -1.77120 -7.96478 -1.24990 0.977
C 1.34520 5.63370 -2.60431 -0.071
C 0.22012 4.78064 -1.89652 0.033
H -0.12574 6.66993 -3.17392 0.482
H -1.60530 5.22276 -1.04552 0.484
H 1.51458 6.42816 3.12084 0.215
H 1.20020 2.19455 3.01217 0.191
H 0.31729 -2.26376 -0.99097 0.233
H -0.08870 -1.67159 3.21002 0.236
H 1.57491 -5.72344 0.88415 0.235
H -2.01581 -3.47487 0.19162 0.230
H 0.79593 6.50978 0.61517 0.237
H 0.45831 0.13768 -1.45016 0.246
H -0.12270 0.83334 2.80234 0.221
H 0.64422 -7.55781 -0.15490 0.228
H -3.06571 -5.66452 -0.86661 0.232
H 1.81649 6.34855 -1.87820 0.165
H 2.15076 5.15135 -3.08018 0.202
H -0.21808 4.23438 -2.72426 0.207
```

Summary:
- Kohn-Sham gap: 8.339 eV
- DFT total energy: -1499.32890 hartree
- Spin multiplicity: 1
- Energy relative to the best compared isomer or geometry (same formula, charge and spin): 273.3 kJ/mol
- SMILES: OC[C@H](O)c1nn(-c2ccc(Oc3ccc(C(F)(F)F)cc3)cc2)c2cnccc12
- Charge: 0
- Strongest force on any atom: 3.43 eV Å⁻¹

Below is C21H16F3N6O3OsS3 as an isolated structure, with properties calculated with ωB97M-V/def2-TZVPD.

```
53
Properties=species:S:1:pos:R:3:nbo_charge:R:1
Os -0.37153 0.72041 -0.91054 0.821
N -0.27474 -4.28918 3.47215 -0.815
C 0.42520 -3.21029 2.93739 0.190
C 0.95221 -3.28117 1.64668 -0.305
C 1.59394 -2.18894 1.09119 -0.103
C 1.71640 -1.01671 1.82408 -0.416
C 1.20096 -0.93172 3.11115 -0.145
C 0.55718 -2.02321 3.66309 -0.283
S 2.41072 0.41479 1.07488 2.362
O 3.07465 1.19199 2.07691 -0.923
O 3.11554 -0.01217 -0.10247 -0.955
N 1.09858 1.21090 0.52612 -0.922
C 0.30893 2.07328 1.22616 0.578
N 0.45203 2.53441 2.45706 -0.464
C -0.51049 3.36426 2.86037 0.109
C -1.61203 3.70986 2.09217 -0.351
C -1.71075 3.12705 0.83919 0.123
N -0.74664 2.33137 0.41057 -0.495
H -0.03326 -5.18742 3.08496 0.381
H -0.32032 -4.31177 4.47838 0.386
H 0.85027 -4.19722 1.07615 0.220
H 1.99082 -2.22871 0.08506 0.245
H 1.30320 -0.00674 3.66475 0.249
H 0.15031 -1.96193 4.66581 0.213
H -0.39733 3.76174 3.86320 0.200
H -2.36954 4.38417 2.46033 0.232
H -2.54484 3.28837 0.16736 0.224
F -2.03373 4.11370 -4.67782 -0.317
C -1.12442 3.34958 -5.30549 0.984
F -1.78655 2.31572 -5.84916 -0.315
F -0.63096 4.07975 -6.32214 -0.325
C -0.03795 2.89409 -4.37598 -0.225
C 1.29278 3.16935 -4.63291 -0.110
C 2.28073 2.72232 -3.76272 -0.283
C 1.90785 2.01101 -2.64021 0.078
N 0.62092 1.76235 -2.39157 -0.450
C -0.35689 2.16771 -3.22660 0.103
S -1.86640 1.60659 -2.58207 -0.055
H 1.55761 3.73120 -5.51783 0.236
H 3.32449 2.92226 -3.95262 0.232
H 2.61416 1.61909 -1.91863 0.247
O -1.34642 -0.36931 0.53192 -0.540
N -1.33342 -1.70057 0.38005 -0.008
C -1.83225 -2.41332 1.41706 0.036
C -1.88217 -3.77391 1.37135 -0.242
C -1.40665 -4.42421 0.22434 -0.188
C -0.89337 -3.68400 -0.80588 -0.235
C -0.83728 -2.28002 -0.73591 0.027
S -0.16187 -1.30908 -1.98653 0.032
H -2.15945 -1.80633 2.24695 0.245
H -2.27332 -4.31711 2.21783 0.250
H -1.43844 -5.50302 0.15386 0.226
H -0.50648 -4.14927 -1.70145 0.240
```

Summary:
- Kohn-Sham gap (alpha / beta): 7.410 / 7.463 eV
- DFT total energy: -2948.99728 hartree
- Spin multiplicity: 2
- Energy relative to the best compared isomer or geometry (same formula, charge and spin): 36.6 kJ/mol
- Charge: 0
- Strongest force on any atom: 0.95 eV Å⁻¹

Below is C21H16IN3O6V as an isolated structure, with properties calculated with ωB97M-V/def2-TZVPD.

```
48
Properties=species:S:1:pos:R:3:nbo_charge:R:1
V -0.03253 -0.72033 -0.61408 1.280
C 4.10750 0.98279 -0.41177 -0.660
C 3.21483 1.29330 0.74084 0.252
N 3.71766 1.98490 1.76383 -0.315
C 2.97315 2.29987 2.80367 0.106
C 1.61228 1.97326 2.95664 0.051
C 0.94989 2.43047 4.23050 -0.104
O -0.45509 2.50095 4.09414 -0.736
C 1.04958 1.22774 1.91578 -0.159
C -0.35477 0.93516 1.84452 0.240
N -0.96578 0.28549 0.89307 -0.461
C -2.40335 0.36221 0.89041 0.134
C -3.06314 1.54178 1.21103 -0.213
C -4.45210 1.57055 1.21715 -0.147
C -5.18702 0.43936 0.89536 -0.135
C -4.54368 -0.74450 0.54236 -0.202
C -3.16690 -0.74450 0.54351 -0.185
I -2.05814 -2.44276 0.03078 0.587
C 1.88609 0.89571 0.82801 0.233
O 1.30534 0.17182 -0.16661 -0.376
H 4.52742 1.91236 -0.79716 0.283
H 4.94585 0.37574 -0.06715 0.274
H 3.58813 0.46539 -1.21576 0.208
H 3.47203 2.86911 3.58175 0.241
H 1.23780 1.73376 5.02733 0.226
H 1.36577 3.40860 4.48636 0.225
H -0.83318 2.84061 4.91356 0.517
H -0.96454 1.35420 2.64070 0.295
H -2.50476 2.44433 1.42729 0.251
H -4.96029 2.49305 1.46227 0.266
H -6.26815 0.47085 0.90201 0.268
H -5.11371 -1.62534 0.28002 0.263
O 2.17749 -4.18563 -1.11264 -0.548
C 1.43755 -3.14910 -1.22976 0.838
O 1.06917 -2.42232 -0.27934 -0.575
C 0.96031 -2.76884 -2.57851 0.065
C 1.16062 -3.38039 -3.79693 -0.119
C 0.55314 -2.79820 -4.91895 -0.079
C -0.21579 -1.64649 -4.78732 -0.124
C -0.34620 -1.10269 -3.51811 0.113
N 0.22701 -1.65624 -2.46550 -0.403
C -1.13082 0.10906 -3.10315 0.755
O -1.86193 0.77749 -3.72316 -0.351
O -0.85791 0.32501 -1.73445 -0.503
H 2.45731 -4.38125 -0.19604 0.554
H 1.76157 -4.27712 -3.87815 0.289
H 0.68300 -3.25140 -5.89373 0.286
H -0.70074 -1.17780 -5.63461 0.295
```

Summary:
- Kohn-Sham gap (alpha / beta): 5.389 / 5.474 eV
- DFT total energy: -2666.27514 hartree
- Spin multiplicity: 1
- Energy relative to the best compared isomer or geometry (same formula, charge and spin): 0.0 kJ/mol
- Charge: +3
- Strongest force on any atom: 0.43 eV Å⁻¹

Below is C21H16MoN4OS4Sb as an isolated structure at a distorted geometry, with properties calculated with ωB97M-V/def2-TZVPD.

```
48
Properties=species:S:1:pos:R:3:nbo_charge:R:1
Mo -0.12302 -0.13415 0.24916 0.817
O 0.47687 0.20040 2.00266 -0.612
C 1.48808 0.19850 2.88977 0.390
C 1.23707 0.63100 4.18680 -0.249
C 2.28922 0.66622 5.08318 -0.163
C 3.56631 0.27418 4.68726 -0.206
C 3.79571 -0.15737 3.39554 -0.155
C 2.75329 -0.20800 2.46482 -0.168
C 2.95024 -0.65822 1.09299 0.410
N 2.04762 -0.73069 0.11252 -0.520
C 2.71598 -1.21868 -0.99488 -0.055
C 4.01000 -1.44953 -0.67994 -0.056
N 4.14015 -1.09149 0.63802 -0.480
H 0.23695 0.93110 4.46368 0.242
H 2.11530 1.00171 6.09651 0.234
H 4.38351 0.30470 5.39344 0.234
H 4.79988 -0.45118 3.11977 0.206
H 2.21605 -1.38026 -1.93139 0.243
H 4.82935 -1.84402 -1.25157 0.245
H 4.97974 -1.16350 1.18491 0.435
C 4.54085 3.13229 0.12461 -0.200
C 3.65962 3.50767 1.12744 -0.194
C 2.31750 3.16092 1.04333 -0.232
C 1.89183 2.42670 -0.04892 0.166
C 2.75687 2.03666 -1.05908 -0.243
C 4.08959 2.40787 -0.97344 -0.189
N 0.51094 2.00475 -0.11263 -0.222
N -0.32513 2.92303 -0.09032 -0.034
C -1.65364 2.45462 -0.03570 0.082
C -2.65851 3.40092 -0.17641 -0.167
C -3.97590 2.97226 -0.14644 -0.202
C -4.24693 1.62488 0.04050 -0.161
C -3.22241 0.69145 0.19374 -0.193
C -1.89079 1.08852 0.15622 -0.244
H 5.58351 3.41165 0.19270 0.229
H 4.01171 4.07597 1.97712 0.230
H 1.61467 3.44530 1.81443 0.235
H 2.39276 1.47480 -1.90685 0.231
H 4.77093 2.13586 -1.76855 0.227
H -2.39905 4.44175 -0.31104 0.239
H -4.78384 3.68066 -0.26094 0.233
H -5.27432 1.28756 0.07561 0.230
H -3.48573 -0.34877 0.32853 0.223
S 0.97014 -4.25998 -0.61531 -0.624
Sb -0.76401 -3.65851 -1.79120 1.011
S -0.34367 -0.85463 -1.78517 -0.120
S -1.27038 -1.84583 1.20222 0.200
S -2.42052 -3.00750 0.03632 -0.307
```

Summary:
- Kohn-Sham gap (alpha / beta): 5.733 / 5.735 eV
- DFT total energy: -3005.14540 hartree
- Spin multiplicity: 1
- Charge: +1
- Strongest force on any atom: 1.07 eV Å⁻¹

Below is C21H16N12O2S2Sn as an isolated structure, with properties calculated with ωB97M-V/def2-TZVPD.

```
54
Properties=species:S:1:pos:R:3:nbo_charge:R:1
Sn -1.31434 -1.41089 0.55650 1.416
N 0.10313 1.11579 2.41766 -0.752
C 1.05151 0.35826 1.87239 0.641
N 2.30514 0.73309 2.08187 -0.553
C 3.24822 -0.01872 1.52181 0.613
N 4.51660 0.31566 1.70854 -0.719
N 3.01422 -1.12246 0.75365 -0.515
C 1.76329 -1.42646 0.60819 0.472
N 0.71033 -0.74759 1.13440 -0.745
C 1.44080 -2.64110 -0.19192 0.148
C 2.40895 -3.34706 -0.87314 -0.177
C 2.01818 -4.46595 -1.59750 -0.108
C 0.68394 -4.83700 -1.61482 -0.207
C -0.22657 -4.07323 -0.90676 0.076
N 0.15275 -3.00281 -0.20637 -0.557
H 0.41231 1.90306 2.96375 0.432
H -0.88830 0.97615 2.29336 0.430
H 4.74509 1.11145 2.28016 0.429
H 5.24715 -0.26125 1.32802 0.426
H 3.43603 -3.01677 -0.83104 0.265
H 2.75226 -5.04264 -2.14408 0.252
H 0.34595 -5.70116 -2.16827 0.258
H -1.28075 -4.32023 -0.89387 0.225
N 2.21725 4.31756 -4.59905 -0.741
C 1.40476 3.45382 -3.96024 0.252
C 1.93826 2.35516 -3.25408 -0.266
C 1.11148 1.47177 -2.61196 -0.144
C -0.27618 1.66534 -2.65785 -0.437
C -0.82453 2.74643 -3.36228 -0.131
C 0.00547 3.63005 -3.99795 -0.271
S -1.32085 0.57418 -1.88759 2.312
O -0.62303 -0.68901 -1.61262 -0.998
O -2.60341 0.52201 -2.52132 -0.897
N -1.52521 1.05467 -0.29496 -0.797
C -2.56076 1.70650 0.14328 0.256
S -3.73716 2.62887 -0.80499 0.539
C -4.51581 3.05355 0.61786 -0.346
C -3.89076 2.46468 1.73509 0.059
N -2.82340 1.73481 1.48522 -0.469
H 3.21323 4.19203 -4.60022 0.409
H 1.84701 5.09358 -5.11764 0.412
H 3.01031 2.20614 -3.23558 0.228
H 1.52330 0.62035 -2.08718 0.231
H -1.89741 2.86727 -3.43486 0.241
H -0.41190 4.45949 -4.55392 0.236
H -5.38817 3.68964 0.62485 0.278
H -4.24618 2.58425 2.74936 0.244
N -1.48908 -1.52375 3.25145 -0.352
C -1.85629 -2.10257 4.17561 0.366
C -2.32635 -2.79848 5.32968 -0.166
C -1.65703 -3.95849 5.75263 0.208
N -1.09255 -4.90526 6.09829 -0.107
C -3.45564 -2.30116 6.00297 0.209
N -4.39524 -1.89157 6.53550 -0.109
```

Summary:
- Kohn-Sham gap (alpha / beta): 5.332 / 4.987 eV
- DFT total energy: -2627.58242 hartree
- Spin multiplicity: 1
- Energy relative to the best compared isomer or geometry (same formula, charge and spin): 0.0 kJ/mol
- Charge: +2
- Strongest force on any atom: 0.58 eV Å⁻¹

Please write out number 1 again, unchanged.
Below is an isolated molecule of C21H16F3N3O3 at a distorted geometry, with properties calculated with ωB97M-V/def2-TZVPD.

```
46
Properties=species:S:1:pos:R:3:nbo_charge:R:1
F -1.01679 -9.01684 -0.87066 -0.310
F -2.99890 -8.27924 -0.73238 -0.338
F -1.94634 -7.71003 -2.55955 -0.313
N -0.05851 2.60160 -0.77723 -0.209
N 1.53038 4.29932 3.05108 -0.412
O 0.23834 -3.47329 1.48087 -0.492
O 0.61010 6.27503 -3.64725 -0.707
O -0.89981 5.72329 -1.46150 -0.767
C 0.34052 3.88531 -0.73449 0.134
C 1.39887 5.51923 2.47211 0.002
C 1.06834 3.14424 2.55254 0.026
C 0.24448 -1.64558 -0.12663 -0.278
C -0.10483 -1.29894 2.19756 -0.266
C 0.60663 -5.55040 0.46378 -0.250
C -1.47440 -4.37317 0.02150 -0.291
C 0.88360 5.52581 1.17127 -0.207
C 0.31141 -0.29798 -0.39050 -0.193
C 0.00927 0.08478 1.95582 -0.208
C 0.04477 -6.61302 -0.19008 -0.168
C -2.07138 -5.51341 -0.53998 -0.147
C -0.04060 -2.15150 1.17483 0.347
C -0.22750 -4.43143 0.61140 0.312
C 0.62700 4.31629 0.59074 -0.121
C 0.21359 0.65356 0.63497 0.122
C 0.65627 3.07320 1.24075 0.103
C -1.28543 -6.63983 -0.69768 -0.168
N 0.31610 2.06893 0.38785 -0.184
C -1.77120 -7.96478 -1.24990 0.977
C 1.34520 5.63370 -2.60431 -0.071
C 0.22012 4.78064 -1.89652 0.033
H -0.12574 6.66993 -3.17392 0.482
H -1.60530 5.22276 -1.04552 0.484
H 1.51458 6.42816 3.12084 0.215
H 1.20020 2.19455 3.01217 0.191
H 0.31729 -2.26376 -0.99097 0.233
H -0.08870 -1.67159 3.21002 0.236
H 1.57491 -5.72344 0.88415 0.235
H -2.01581 -3.47487 0.19162 0.230
H 0.79593 6.50978 0.61517 0.237
H 0.45831 0.13768 -1.45016 0.246
H -0.12270 0.83334 2.80234 0.221
H 0.64422 -7.55781 -0.15490 0.228
H -3.06571 -5.66452 -0.86661 0.232
H 1.81649 6.34855 -1.87820 0.165
H 2.15076 5.15135 -3.08018 0.202
H -0.21808 4.23438 -2.72426 0.207
```

Summary:
- Kohn-Sham gap: 8.339 eV
- DFT total energy: -1499.32890 hartree
- Spin multiplicity: 1
- Energy relative to the best compared isomer or geometry (same formula, charge and spin): 273.3 kJ/mol
- SMILES: OC[C@H](O)c1nn(-c2ccc(Oc3ccc(C(F)(F)F)cc3)cc2)c2cnccc12
- Charge: 0
- Strongest force on any atom: 3.43 eV Å⁻¹

Which of these has the highest DFT total energy?
C21H16F3N3O3